Computed, not measured: C3HCl2F in the gas phase at a distorted geometry, with the ωB97M-V functional and the def2-TZVPD basis.

Structure (XYZ):
```
7
Properties=species:S:1:pos:R:3:forces:R:3
C 0.95441 -0.83101 -1.29168 -1.4 7.3 3.9
C 0.50716 0.14876 -0.41183 3.2 -7.5 -5.5
C -0.43597 0.42428 0.73533 1.0 -0.3 -0.8
F -0.02156 1.25115 1.71763 0.9 0.0 -0.1
Cl -1.79702 1.21152 0.04723 -1.5 0.4 -0.5
Cl -0.77260 -1.12091 1.47868 -0.5 -0.5 0.5
H 1.56558 -1.08379 -2.27536 -1.7 0.5 2.6
```
Forces are in eV/Å.

Values from the calculation:
HOMO level: -10.33 eV
Total energy: -30885.1993 eV
SMILES: C#CC(F)(Cl)Cl
LUMO: -0.57 eV
HOMO-LUMO gap: 0.3587 Eh
ΔE to the lowest compared entry with this formula, charge and spin: 196.4 kJ/mol